19
Properties=species:S:1:pos:R:3:forces:R:3 method="wB97M-V/def2-TZVPD" e_tot_ev=-40658.524 gap_ev=10.70 de_lowest_kj_mol=1.1 smiles="C[Si](C)(C)C#CS(=O)(=O)Cl"
C -0.6145 -0.1156 0.8105 1.15 -0.07 -1.47
C -1.4701 -0.1207 1.6496 -1.50 -0.15 0.84
C 1.4404 -1.7026 -0.9283 -0.93 0.69 -2.91
C -0.1359 0.7276 -2.1236 -0.89 -2.13 1.61
C 2.0716 1.1845 0.1955 -4.29 0.41 -4.03
O -3.7108 -1.3187 2.0060 0.44 0.38 0.88
O -3.6190 1.1409 2.1301 -0.06 0.07 0.50
Si 0.6781 0.0061 -0.5969 1.39 0.23 2.26
S -3.0301 -0.1243 2.4077 0.49 -0.13 -1.95
Cl -2.4710 -0.1718 4.3269 -0.19 -0.18 0.34
H 1.9697 -1.5687 -1.9807 -1.14 -0.47 1.90
H 2.1860 -2.1282 -0.2872 0.09 0.00 0.66
H 0.5456 -2.3758 -1.0524 1.13 0.22 -0.04
H 0.5697 0.6151 -2.8533 2.28 -0.47 -2.14
H -0.9309 0.0086 -2.4633 0.06 1.41 0.48
H -0.2433 1.7796 -2.0851 -1.22 0.93 0.25
H 2.3594 1.6531 -0.7797 0.35 0.40 1.32
H 1.6003 1.7822 0.9396 -0.50 1.20 0.01
H 2.8049 0.7286 0.6845 3.35 -2.33 1.48